(1)
{
  "formula": "C25H49ClN4OPtSi",
  "method": "ωB97M-V/def2-TZVPD",
  "e_homo_ev": [2.3, -3.6],
  "multiplicity": 5,
  "s2": 6.01,
  "orbital_gap_ev": [1.53, 5.49],
  "charge": -2,
  "elements": ["Pt", "Cl", "C", "C", "N", "H", "N", "H", "C", "C", "C", "H", "H", "H", "H", "H", "H", "C", "H", "H", "H", "C", "C", "H", "H", "C", "H", "C", "H", "H", "H", "H", "H", "C", "H", "C", "N", "H", "N", "H", "C", "C", "C", "H", "H", "H", "H", "H", "H", "C", "H", "H", "H", "C", "C", "H", "H", "C", "H", "C", "H", "H", "H", "H", "H", "C", "H", "C", "C", "Si", "C", "C", "O", "H", "H", "H", "H", "H", "H", "H", "H", "H"],
  "xyz": [[0.1591, -0.1399, -0.7038], [0.0817, 0.1395, -3.0015], [2.2999, -3.6910, -0.6466], [1.4460, -1.6336, -0.8019], [1.1538, -2.9522, -0.8470], [4.3578, -3.0210, -0.3733], [2.7872, -1.5546, -0.6881], [2.3320, -4.7560, -0.5902], [-0.2068, -3.5648, -0.9280], [-0.0685, -5.0242, -1.3165], [-0.8800, -3.4645, 0.4363], [0.4155, -5.6174, -0.5310], [-1.0707, -5.4472, -1.4649], [0.4767, -5.1364, -2.2631], [-1.9993, -3.4166, -2.0944], [-0.5344, -2.8834, -2.9623], [-0.7865, -2.4620, 0.8734], [-1.0425, -2.8860, -1.9941], [-0.4398, -4.1858, 1.1369], [-1.9478, -3.7030, 0.3360], [-1.2895, -1.8466, -1.7429], [3.3168, -2.8100, -0.5418], [3.5442, 0.1336, 0.9215], [3.9501, -0.6472, 1.5803], [4.1499, 1.0416, 1.0527], [3.6053, -0.3121, -0.5324], [3.7804, 1.6659, -1.3181], [5.0429, -0.6257, -0.9011], [5.1115, -1.0201, -1.9235], [2.5137, 0.3517, 1.2315], [2.1106, 1.1376, -1.2049], [5.5096, -1.3235, -0.1953], [5.6279, 0.3028, -0.8663], [3.1264, 0.7942, -1.4471], [3.1376, 0.4910, -2.4967], [-3.3516, 2.8770, -0.8482], [-2.8143, 1.6185, -0.6644], [-2.3768, 4.8181, -0.9025], [-1.1829, 3.0347, -0.5884], [-4.4023, 3.0575, -0.9967], [-3.5889, 0.3547, -0.7781], [-5.0343, 0.6351, -0.4284], [-3.5055, -0.1591, -2.2165], [-5.5071, 1.2765, -1.1730], [-5.5779, -0.3156, -0.4188], [-5.1161, 1.0786, 0.5667], [-3.5585, -1.6168, 0.0655], [-3.1592, -0.3279, 1.2384], [-2.4682, -0.2022, -2.5737], [-3.0316, -0.6593, 0.2005], [-4.0827, 0.4928, -2.8814], [-3.9423, -1.1658, -2.2651], [-1.9507, -0.8507, 0.0518], [-2.3508, 3.7553, -0.7988], [0.8289, 3.4443, -1.9500], [0.3451, 4.1008, -2.6814], [1.8893, 3.7257, -1.8866], [0.1813, 3.6202, -0.5773], [2.0480, 3.2878, 0.4305], [0.0793, 5.1011, -0.2912], [-0.4367, 5.2902, 0.6530], [0.7547, 2.4121, -2.3119], [0.9970, 1.8462, 0.4489], [-0.4156, 5.6252, -1.1106], [1.0950, 5.5032, -0.2087], [1.0020, 2.9511, 0.5120], [0.6284, 3.2168, 1.5079], [-1.4804, 1.7214, -0.5330], [1.4556, -1.0517, 3.8205], [0.0151, -0.1367, 2.9966], [-1.5981, -0.8648, 3.6581], [0.0429, 1.6476, 3.6333], [0.1915, -0.3309, 1.4126], [1.3450, -1.1024, 4.9129], [2.4133, -0.5639, 3.5950], [1.5055, -2.0779, 3.4311], [-1.5986, -0.8532, 4.7585], [-2.4733, -0.2943, 3.3204], [-1.7196, -1.9067, 3.3347], [0.9918, 2.1530, 3.4107], [-0.7746, 2.2440, 3.2056], [-0.0821, 1.6574, 4.7278]]
}

***

(2)
{
  "formula": "C25H49FeNO2SSi2",
  "method": "ωB97M-V/def2-TZVPD",
  "e_homo_ev": [-6.5, -7.5],
  "relative_energy_ev": 1.359,
  "multiplicity": 5,
  "s2": 6.04,
  "orbital_gap_ev": [6.67, 7.22],
  "charge": 0,
  "elements": ["O", "O", "C", "C", "H", "H", "H", "H", "H", "C", "C", "H", "H", "H", "H", "H", "C", "C", "C", "H", "H", "H", "H", "H", "C", "H", "H", "H", "H", "H", "H", "Fe", "C", "Si", "H", "H", "C", "C", "C", "C", "Si", "H", "H", "C", "C", "C", "H", "H", "H", "H", "H", "H", "H", "H", "H", "H", "H", "H", "H", "H", "H", "H", "H", "H", "S", "C", "C", "C", "C", "C", "C", "C", "C", "C", "N", "H", "H", "H", "H", "H", "H"],
  "xyz": [[0.6442, 1.9915, -0.1306], [3.7597, 0.2405, -2.7366], [0.2263, 2.9179, -1.1391], [-0.1793, 4.2081, -0.4341], [-0.6790, 2.4934, -1.6097], [1.0098, 3.0541, -1.8857], [-1.0310, 4.0090, 0.2072], [-0.4000, 4.9339, -1.2270], [0.6507, 4.5955, 0.1793], [1.9650, 1.8732, 0.3757], [3.0948, 2.6653, -0.3060], [2.1872, 0.7910, 0.3340], [1.8576, 2.1852, 1.4383], [3.3820, 2.2866, -1.3170], [3.9495, 2.5458, 0.3774], [2.9126, 3.7539, -0.3301], [3.8395, -0.9792, -2.0682], [3.1002, 0.2151, -3.9836], [4.9924, -0.8841, -1.0914], [3.9874, -1.8803, -2.7223], [2.9010, -1.0775, -1.5202], [5.9072, -0.5349, -1.5916], [5.1824, -1.8704, -0.6527], [4.7335, -0.1515, -0.3099], [3.9903, 0.9286, -4.9716], [2.1747, 0.7919, -3.8339], [2.8359, -0.8003, -4.3720], [4.2267, 1.9105, -4.5470], [3.5521, 1.0351, -5.9658], [4.9272, 0.3729, -5.0615], [-0.4208, 0.4531, 0.0721], [-1.4780, -0.2360, 0.9049], [-0.5114, -0.4755, -0.9834], [-1.4493, -1.4708, -2.3557], [-0.1206, 0.3821, -1.5081], [0.2934, -1.1725, -0.6485], [-1.6448, -0.3714, -3.8782], [-3.1918, -2.0884, -1.8636], [-0.3434, -2.9504, -2.8642], [-1.0642, 0.9963, 2.3530], [0.2081, 0.3659, 3.6268], [-1.9978, 1.2442, 2.8890], [-0.6951, 1.8850, 1.7480], [1.3816, 1.6667, 4.2706], [1.3172, -0.9624, 2.8688], [-0.8052, -0.3448, 5.0115], [0.7090, -2.6473, -2.7545], [-0.4701, -3.2699, -3.9082], [-0.5419, -3.8264, -2.2288], [-2.2173, 0.5304, -3.6223], [-2.1716, -0.8979, -4.6825], [-0.6684, -0.0714, -4.2783], [-3.7488, -1.2609, -1.3866], [-3.1226, -2.9341, -1.1679], [-3.7836, -2.4127, -2.7366], [2.3552, -0.7532, 3.1630], [1.2791, -1.0189, 1.7763], [1.0393, -1.9312, 3.2887], [-0.1693, -0.8588, 5.7316], [-1.5527, -1.0539, 4.6497], [-1.3140, 0.4535, 5.5630], [1.7368, 1.3470, 5.2552], [0.9061, 2.6399, 4.4017], [2.2587, 1.7642, 3.6233], [-5.7454, 0.0645, 1.3490], [-5.4271, 1.3604, 0.2543], [-4.0719, 1.4538, -0.0861], [-3.3240, 0.4245, 0.5487], [-4.0953, -0.4045, 1.3593], [-3.4805, -1.5411, 2.0325], [-4.0505, -2.3721, 2.9846], [-3.3184, -3.4375, 3.4922], [-2.0145, -3.6877, 3.0442], [-1.4559, -2.8479, 2.0966], [-2.1573, -1.7710, 1.6584], [-6.2362, 1.9877, -0.0671], [-3.6374, 2.1870, -0.7179], [-5.0684, -2.1471, 3.2645], [-3.7758, -4.0975, 4.2213], [-1.4083, -4.5132, 3.4213], [-0.4352, -2.9988, 1.7099]]
}

***

(3)
{
  "formula": "C25H49N3O9P2S",
  "method": "ωB97M-V/def2-TZVPD",
  "e_homo_ev": -8.5,
  "orbital_gap_ev": 7.05,
  "smiles": "CP(O)c1cc(S)c2c(c1)C(=O)C(P(O)O)=C(CC(N)(N)N)C2=O.CC(C)O.CC(C)O.CC(C)O.CC(C)O",
  "charge": 0,
  "elements": ["C", "P", "O", "C", "C", "C", "S", "C", "C", "C", "C", "O", "C", "P", "O", "O", "C", "C", "C", "N", "N", "N", "C", "O", "H", "H", "H", "H", "H", "H", "H", "H", "H", "H", "H", "H", "H", "H", "H", "H", "H", "C", "C", "C", "O", "H", "H", "H", "H", "H", "H", "H", "H", "C", "C", "C", "O", "H", "H", "H", "H", "H", "H", "H", "H", "C", "C", "C", "O", "H", "H", "H", "H", "H", "H", "H", "H", "C", "C", "C", "O", "H", "H", "H", "H", "H", "H", "H", "H"],
  "xyz": [[-5.2695, 0.1894, -0.3554], [-3.9479, 1.4022, -0.7732], [-4.2337, 2.8237, 0.0458], [-2.3950, 0.6812, -0.0863], [-2.0091, 0.7636, 1.2315], [-0.8557, 0.1843, 1.6982], [-0.4325, 0.2957, 3.4321], [-0.0532, -0.4880, 0.7994], [-0.4388, -0.5473, -0.5254], [-1.5943, 0.0156, -0.9919], [0.4524, -1.2733, -1.5055], [-0.0058, -1.8913, -2.4464], [1.9266, -1.1961, -1.2030], [3.1140, -1.1423, -2.6194], [2.3311, -0.7705, -4.0148], [4.2524, 0.0468, -2.3927], [2.2934, -1.1835, 0.0843], [3.7359, -1.1585, 0.5608], [4.4237, -2.5927, 0.6396], [5.8850, -2.4941, 0.5089], [3.9928, -3.5335, -0.3653], [4.1855, -3.2292, 1.9346], [1.2285, -1.1998, 1.1694], [1.3960, -1.7689, 2.2275], [-5.1991, -0.1702, 0.6811], [-5.2398, -0.6886, -1.0018], [-6.2289, 0.7018, -0.4668], [-4.4184, 2.6354, 0.9781], [-2.6671, 1.3150, 1.8961], [-0.1519, 1.6070, 3.6142], [-1.8596, -0.0849, -2.0383], [1.3710, -0.6978, -3.9065], [3.9028, 0.8360, -1.9500], [3.6807, -0.8039, 1.5977], [4.3317, -0.4245, 0.0210], [6.0744, -2.4131, -0.4844], [6.2344, -1.6876, 1.0135], [4.2649, -3.2702, -1.3016], [3.0130, -3.7641, -0.3015], [4.4810, -2.6116, 2.6789], [3.2146, -3.4958, 2.0354], [-1.3959, -2.3662, 7.9528], [-1.5564, -3.0853, 6.6216], [-0.2101, -3.5247, 6.0654], [-2.2056, -2.2274, 5.6856], [-0.7885, -1.4646, 7.8325], [-2.3670, -2.0500, 8.3360], [-0.9201, -3.0086, 8.6958], [-2.2017, -3.9555, 6.7511], [0.4339, -2.6592, 5.8857], [-0.3389, -4.0315, 5.1083], [0.3010, -4.2014, 6.7526], [-1.6465, -1.4525, 5.5597], [-2.2439, 5.1305, -0.9078], [-1.3703, 5.2190, 0.3326], [-0.9049, 6.6455, 0.5836], [-0.2348, 4.3624, 0.1863], [-1.6885, 5.4458, -1.7968], [-2.5617, 4.1082, -1.0751], [-3.1313, 5.7581, -0.8130], [-1.9278, 4.8579, 1.1987], [-0.3051, 7.0081, -0.2558], [-0.2737, 6.6920, 1.4723], [-1.7517, 7.3196, 0.7217], [0.2667, 4.6698, -0.5758], [-9.0251, -2.8119, -2.6492], [-8.3277, -1.4625, -2.5751], [-8.7727, -0.5470, -3.7053], [-6.9126, -1.6473, -2.6342], [-8.7830, -3.3197, -3.5869], [-8.6912, -3.4601, -1.8382], [-10.1086, -2.7017, -2.5840], [-8.5433, -0.9909, -1.6149], [-8.5225, -0.9838, -4.6761], [-8.2594, 0.4135, -3.6443], [-9.8488, -0.3703, -3.6712], [-6.7033, -2.0637, -3.4769], [8.1567, 2.7650, -3.9321], [8.7201, 1.4660, -3.3756], [8.1474, 0.2602, -4.1025], [8.4234, 1.3723, -1.9822], [7.0707, 2.7986, -3.8062], [8.5688, 3.6211, -3.3961], [8.3865, 2.8743, -4.9933], [9.8070, 1.4696, -3.4678], [7.0615, 0.2147, -3.9782], [8.5523, -0.6641, -3.6884], [8.3761, 0.2936, -5.1690], [7.4651, 1.3677, -1.8878]]
}

***

(4)
{
  "formula": "C25H49N4O9P3",
  "method": "ωB97M-V/def2-TZVPD",
  "e_homo_ev": -7.8,
  "orbital_gap_ev": 5.91,
  "smiles": "CC[C@H](C)c1nc2c([PH2]=N)c(N)c(C)cc2nc1O.CCOP(=O)(OCC)OCC.CCOP(=O)(OCC)OCC",
  "charge": 0,
  "elements": ["C", "C", "C", "C", "C", "N", "C", "C", "P", "N", "C", "N", "C", "C", "C", "C", "N", "C", "O", "H", "H", "H", "H", "H", "H", "H", "H", "H", "H", "H", "H", "H", "H", "H", "H", "H", "H", "H", "O", "P", "O", "C", "C", "O", "C", "C", "O", "C", "C", "H", "H", "H", "H", "H", "H", "H", "H", "H", "H", "H", "H", "H", "H", "H", "O", "P", "O", "C", "C", "O", "C", "C", "O", "C", "C", "H", "H", "H", "H", "H", "H", "H", "H", "H", "H", "H", "H", "H", "H", "H"],
  "xyz": [[-4.6189, -5.8016, -0.0839], [-4.3007, -5.3372, -1.6586], [-4.3598, -3.6985, -1.6781], [-5.1802, -3.0481, -2.9403], [-2.8119, -3.1049, -1.5106], [-2.4463, -2.5517, -0.1629], [-1.0243, -2.0732, -0.0846], [-0.5186, -1.4898, 1.3938], [-1.8050, -1.5525, 2.8557], [-1.1543, -2.5876, 3.9552], [1.0053, -0.9127, 1.6459], [1.4703, -0.3950, 3.0024], [2.0340, -0.9539, 0.3457], [3.5681, -0.4265, 0.5854], [1.5188, -1.5349, -1.1313], [-0.0297, -2.1196, -1.3710], [-0.3282, -2.6515, -2.7444], [-1.7449, -3.1549, -2.7381], [-2.2291, -3.7761, -4.0159], [-4.4092, -6.9450, 0.1012], [-5.7706, -5.5956, 0.1065], [-4.0381, -5.1057, 0.6884], [-5.0911, -5.8587, -2.3592], [-3.1853, -5.7071, -1.8602], [-4.9576, -3.3782, -0.6956], [-5.8790, -3.8694, -3.4240], [-4.5033, -2.5252, -3.7469], [-5.9212, -2.1977, -2.5488], [-3.0910, -2.1089, 2.4133], [-2.0867, -0.2557, 3.4158], [-1.8211, -3.3941, 4.0486], [1.0577, -1.0756, 3.6921], [1.1397, 0.5818, 3.1693], [4.0634, -1.0841, 1.4465], [4.2508, -0.5507, -0.3607], [3.6536, 0.6966, 0.9293], [2.3028, -1.5193, -2.0142], [-1.9036, -3.2159, -4.8012], [6.7105, -0.8228, -2.6985], [7.4169, 0.0184, -3.7898], [6.2276, 1.1683, -3.8701], [6.2544, 2.1875, -2.8871], [7.4345, 3.1200, -3.0778], [6.8883, -0.9553, -5.0437], [6.5446, -2.3125, -4.7566], [5.0759, -2.4512, -4.3763], [8.2062, 0.9582, -5.0091], [9.6169, 0.7722, -5.0333], [10.0137, -0.6686, -5.2986], [6.2680, 1.7403, -1.8891], [5.3238, 2.7566, -2.9822], [8.3797, 2.5967, -2.8985], [7.3851, 3.9655, -2.3848], [7.4687, 3.5046, -4.1029], [7.2017, -2.7157, -3.9735], [6.7435, -2.9117, -5.6511], [4.7331, -1.6672, -3.6923], [4.8855, -3.4209, -3.9098], [4.4491, -2.3666, -5.2690], [10.0336, 1.1133, -4.0802], [10.0212, 1.4154, -5.8238], [9.6796, -1.3293, -4.4861], [11.1007, -0.7648, -5.3749], [9.5562, -1.0383, -6.2196], [-6.0229, 2.4140, 5.4514], [-5.4482, 3.5086, 4.5192], [-4.3249, 2.5157, 3.8154], [-4.7772, 1.6795, 2.7656], [-5.1302, 2.4771, 1.5256], [-4.4700, 4.1667, 5.7065], [-4.8312, 3.9712, 7.0754], [-4.2168, 2.6972, 7.6416], [-4.8060, 4.7316, 3.4777], [-5.7307, 5.7795, 3.2086], [-6.1817, 6.5004, 4.4658], [-5.6318, 1.0872, 3.1048], [-3.9649, 0.9839, 2.5300], [-6.0002, 3.1172, 1.7066], [-5.3712, 1.8165, 0.6870], [-4.3032, 3.1330, 1.2326], [-5.9245, 3.9731, 7.1862], [-4.4713, 4.8310, 7.6498], [-4.2827, 1.8462, 6.9548], [-4.6994, 2.4178, 8.5813], [-3.1500, 2.8489, 7.8309], [-6.5924, 5.3614, 2.6786], [-5.2372, 6.4903, 2.5354], [-6.7403, 5.8273, 5.1317], [-6.8395, 7.3387, 4.2185], [-5.3253, 6.8728, 5.0333]]
}

***

(5)
{
  "formula": "C25H50BrNO9",
  "method": "ωB97M-V/def2-TZVPD",
  "e_homo_ev": -7.2,
  "orbital_gap_ev": 5.95,
  "charge": 0,
  "elements": ["C", "C", "C", "C", "C", "C", "C", "C", "C", "C", "O", "N", "Br", "C", "O", "H", "H", "H", "H", "H", "H", "H", "H", "C", "C", "O", "H", "H", "H", "H", "H", "H", "C", "C", "O", "H", "H", "H", "H", "H", "H", "C", "C", "O", "H", "H", "H", "H", "H", "H", "C", "C", "O", "H", "H", "H", "H", "H", "H", "C", "C", "O", "H", "H", "H", "H", "H", "H", "C", "C", "O", "H", "H", "H", "H", "H", "H", "C", "C", "O", "H", "H", "H", "H", "H", "H"],
  "xyz": [[1.3671, 0.9162, 1.8232], [0.5779, -0.0898, 1.0497], [-0.5959, 0.3174, -0.0690], [-2.0385, -0.0863, 0.6704], [-2.4715, -1.7019, 0.6468], [-3.8793, -2.1589, 1.4172], [-4.8220, -1.0148, 2.1920], [-4.3043, 0.5397, 2.1331], [-2.9361, 1.0729, 1.4040], [-2.7238, 2.6869, 1.5980], [-1.7817, 3.5276, 1.1604], [-3.8992, 3.0834, 2.5160], [-2.9371, 3.5806, 4.0545], [-4.9109, 1.9385, 2.7351], [-6.0857, 2.1200, 3.3438], [0.8602, 1.5182, 2.6936], [2.5057, 1.0296, 1.5454], [0.7047, -1.2618, 1.2189], [-0.6269, 1.4833, -0.2691], [-0.4498, -0.3010, -1.0638], [-1.7794, -2.5056, 0.1021], [-4.2157, -3.2911, 1.4596], [-5.8039, -1.2653, 2.7771], [2.3435, 3.1905, -2.6868], [2.3909, 2.6290, -1.2809], [2.1644, 1.2275, -1.3104], [1.3727, 2.9862, -3.1501], [2.5117, 4.2711, -2.6810], [3.1033, 2.7186, -3.3183], [1.6160, 3.0871, -0.6592], [3.3632, 2.8179, -0.8155], [2.8627, 0.8291, -1.8579], [6.3181, 1.9086, -4.9652], [6.1682, 0.4593, -4.5514], [4.8075, 0.0650, -4.6498], [5.7027, 2.5553, -4.3311], [7.3608, 2.2296, -4.8907], [5.9768, 2.0548, -5.9952], [6.4895, 0.3218, -3.5148], [6.7704, -0.1951, -5.1892], [4.5343, 0.1828, -5.5758], [-5.8732, -5.9841, -0.5574], [-4.8114, -4.9363, -0.8200], [-3.6000, -5.3011, -0.1752], [-6.0490, -6.0925, 0.5179], [-6.8150, -5.7155, -1.0440], [-5.5515, -6.9630, -0.9277], [-5.1273, -3.9647, -0.4290], [-4.6206, -4.8313, -1.8925], [-3.3235, -6.1612, -0.5355], [5.5501, 2.8537, -9.9475], [6.4100, 2.1557, -8.9143], [5.6499, 1.1628, -8.2413], [4.6794, 3.3182, -9.4730], [6.1201, 3.6254, -10.4722], [5.1680, 2.1369, -10.6817], [6.7716, 2.8715, -8.1702], [7.2758, 1.6776, -9.3826], [5.3405, 0.5274, -8.9096], [-2.6952, 2.7620, 8.9468], [-2.8146, 3.4851, 7.6212], [-1.5657, 4.0618, 7.2690], [-2.3757, 3.4525, 9.7342], [-3.6509, 2.3155, 9.2349], [-1.9394, 1.9718, 8.8904], [-3.5547, 4.2879, 7.6883], [-3.1211, 2.7986, 6.8260], [-0.9173, 3.3398, 7.2038], [2.4559, 6.0280, 6.1271], [1.8498, 4.6401, 6.1539], [2.8102, 3.7002, 6.6128], [3.3334, 6.0520, 5.4728], [1.7295, 6.7639, 5.7711], [2.7952, 6.3219, 7.1257], [1.5322, 4.3416, 5.1505], [0.9794, 4.6048, 6.8163], [3.0795, 3.9695, 7.5078], [-3.0680, -10.6957, -1.5007], [-4.0022, -9.5047, -1.4445], [-3.2527, -8.3064, -1.3075], [-2.4564, -10.7480, -0.5940], [-3.6304, -11.6281, -1.6017], [-2.3775, -10.6070, -2.3458], [-4.6755, -9.5864, -0.5862], [-4.6080, -9.4380, -2.3534], [-2.6640, -8.2390, -2.0788]]
}